DFT (the ωB97M-V functional and the def2-TZVPD basis) results for the ion C20H31BrFIN3O2S with charge +1.

XYZ file:
```
60
Properties=species:S:1:pos:R:3:nbo_charge:R:1
C 4.776 1.398 2.307 -0.604
C 5.034 -0.038 1.856 -0.423
C 4.184 -0.526 0.670 -0.055
O 3.186 0.437 0.339 -0.556
C 2.200 -0.009 -0.531 -0.139
C 0.774 0.003 0.068 0.413
Br 0.864 -0.319 1.994 0.088
O 0.036 -1.096 -0.399 -0.544
C -0.421 -1.113 -1.733 0.279
C 0.469 -1.836 -2.717 -0.486
C 0.903 -3.200 -2.200 0.062
F 1.092 -4.049 -3.286 -0.354
N -0.690 0.287 -2.162 -0.631
C -0.982 1.093 -1.115 0.768
N -2.128 1.735 -0.979 -0.492
S -3.357 1.615 -2.180 0.254
C -2.422 2.523 0.245 -0.228
C -2.563 1.643 1.464 -0.054
C -2.226 2.167 2.692 -0.218
C -2.364 1.388 3.829 -0.177
C -2.827 0.089 3.731 -0.196
C -3.163 -0.455 2.501 -0.002
C -3.660 -1.871 2.409 -0.631
C -3.035 0.339 1.375 -0.187
N -0.031 1.235 -0.125 -0.521
C 0.726 2.507 -0.341 -0.221
C 1.545 2.956 0.870 -0.468
C 1.527 4.470 1.019 -0.500
I 2.584 5.434 -0.565 0.084
H 3.714 1.599 2.419 0.205
H 5.246 1.553 3.280 0.220
H 5.225 2.125 1.629 0.209
H 6.088 -0.161 1.607 0.216
H 4.844 -0.698 2.705 0.208
H 3.696 -1.470 0.932 0.176
H 4.818 -0.693 -0.206 0.176
H 2.226 0.591 -1.446 0.197
H 2.369 -1.051 -0.817 0.204
H -1.391 -1.616 -1.685 0.195
H 1.343 -1.216 -2.937 0.222
H -0.070 -1.947 -3.660 0.246
H 1.860 -3.135 -1.682 0.176
H 0.155 -3.655 -1.548 0.176
H -1.352 0.324 -2.929 0.423
H -2.833 2.506 -3.040 0.135
H -3.348 3.058 0.037 0.245
H -1.651 3.273 0.403 0.222
H -1.858 3.184 2.770 0.212
H -2.104 1.812 4.790 0.226
H -2.928 -0.510 4.628 0.223
H -3.951 -2.133 1.395 0.212
H -4.513 -2.006 3.075 0.234
H -2.882 -2.556 2.750 0.231
H -3.303 -0.082 0.411 0.185
H 1.327 2.458 -1.252 0.214
H -0.022 3.279 -0.532 0.207
H 1.124 2.530 1.781 0.241
H 2.578 2.640 0.755 0.255
H 0.516 4.876 0.997 0.208
H 1.999 4.781 1.945 0.240
```

Summary:
charge: +1
gap between HOMO and LUMO: 8.3206 eV
SMILES: CCCOC[C@]1(Br)O[C@H](CCF)NC(N(S)Cc2cccc(C)c2)=[N+]1CCCI
E_tot: -4464.9210 Ha
HOMO energy: -11.88 eV

---

DFT (the ωB97M-V functional and the def2-TZVPD basis) results for a cluster of 8 separate species, C66H70BBrFO37P in total in a non-equilibrium geometry.

XYZ file:
```
177
Properties=species:S:1:pos:R:3:mulliken_charge:R:1
C 3.934 1.932 6.257 -1.067
C 3.267 2.221 4.788 0.654
C 2.419 3.600 4.985 -1.051
C 1.426 3.892 3.725 0.041
O 0.580 2.734 3.595 -0.097
C -0.504 2.881 2.640 -1.250
O -0.255 4.029 1.838 -0.688
O -0.659 1.634 1.991 0.551
C 0.264 1.207 1.022 0.938
C -0.447 -0.121 0.363 -1.409
O 0.482 2.048 -0.141 -0.546
C 1.701 0.666 1.490 0.387
C 2.932 1.162 0.540 -0.407
C 3.402 2.655 0.843 0.665
F 4.649 2.931 0.157 -0.385
C -1.957 3.100 3.386 1.071
C -1.941 4.242 4.499 -1.464
B -1.378 3.904 5.967 0.917
O -0.259 4.721 6.460 -0.754
O -1.869 2.934 6.905 -0.430
O -2.325 1.779 3.788 0.424
C -3.579 1.606 4.441 -0.118
C -4.801 1.079 3.509 0.042
C -6.158 1.530 4.265 -0.331
C -6.715 2.964 3.835 -0.691
O -5.795 4.026 4.202 -0.371
C -3.348 0.358 5.483 -1.006
C -2.366 -0.762 4.867 0.665
C -2.917 -1.944 3.986 -0.637
C -2.038 -3.031 3.335 -0.682
C -0.505 -3.025 3.535 -0.558
C 0.079 -1.893 4.439 -0.626
C -0.820 -0.782 5.094 0.883
C -0.076 0.298 6.000 -0.748
P -3.265 3.783 2.118 0.209
O -3.100 5.522 2.039 -0.529
Br -2.877 3.082 0.017 -0.263
H 3.677 2.809 6.967 0.278
H 5.089 1.928 6.207 0.311
H 3.509 0.997 6.756 0.252
H 2.582 1.330 4.593 -0.474
H 4.134 2.329 4.057 0.313
H 3.185 4.449 4.986 0.220
H 1.861 3.471 5.969 0.362
H 2.132 4.081 2.838 0.378
H 0.849 4.846 4.037 0.126
H -0.641 4.855 2.190 0.535
H -0.700 -0.871 1.191 0.010
H 0.316 -0.598 -0.362 0.441
H -1.400 0.170 -0.204 0.317
H 0.385 1.526 -0.978 0.357
H 1.745 -0.488 1.414 0.506
H 2.014 0.915 2.553 -0.829
H 3.817 0.480 0.849 0.420
H 2.751 0.934 -0.568 -0.259
H 3.607 2.768 1.959 -0.306
H 2.633 3.455 0.563 0.068
H -3.048 4.574 4.638 0.349
H -1.412 5.206 4.139 0.147
H -0.672 5.513 6.888 0.295
H -2.851 2.911 6.863 0.314
H -3.962 2.464 5.085 0.410
H -4.732 1.406 2.423 0.351
H -4.839 -0.077 3.490 -0.103
H -5.907 1.541 5.395 -0.073
H -6.985 0.758 4.137 0.481
H -7.674 3.141 4.465 0.382
H -7.075 3.019 2.739 0.231
H -6.267 4.815 4.537 0.278
H -3.063 0.695 6.531 0.380
H -4.368 -0.180 5.594 0.384
H -4.049 -2.018 3.807 0.168
H -2.556 -3.822 2.691 0.328
H 0.119 -3.854 3.048 0.351
H 1.219 -1.932 4.590 0.166
H -0.517 0.265 7.053 0.387
H 1.033 -0.007 6.064 0.244
H -0.110 1.346 5.556 -0.173
H -2.712 5.717 1.145 0.384
O 1.557 0.734 -3.205 -0.671
C 2.534 0.920 -3.912 0.971
C 3.142 2.244 -4.078 -0.709
C 4.201 2.410 -4.874 0.294
O 4.778 3.631 -5.036 -0.550
C 4.798 1.266 -5.620 0.836
O 5.755 1.458 -6.354 -0.656
C 4.204 -0.060 -5.435 -0.723
C 3.149 -0.227 -4.638 0.297
O 2.587 -1.455 -4.455 -0.602
H 2.698 3.065 -3.532 0.523
H 5.520 3.489 -5.657 0.205
H 4.658 -0.885 -5.969 0.414
H 1.843 -1.310 -3.839 0.326
O 2.224 0.491 -7.269 -0.291
C 1.773 0.269 -8.381 0.843
C 0.515 -0.455 -8.587 -0.883
C 0.061 -0.693 -9.820 0.311
O -1.106 -1.360 -10.026 -0.592
C 0.812 -0.238 -11.025 0.620
O 0.376 -0.490 -12.136 -0.624
C 2.058 0.507 -10.819 -0.640
C 2.510 0.748 -9.586 0.331
O 3.664 1.440 -9.380 -0.594
H -0.019 -0.781 -7.704 0.471
H -1.212 -1.404 -10.998 0.363
H 2.584 0.846 -11.701 0.484
H 3.775 1.479 -8.410 0.234
O -1.072 -10.955 3.535 -0.656
C -0.788 -9.811 3.220 1.035
C 0.442 -9.156 3.670 -0.711
C 0.711 -7.897 3.317 0.456
O 1.852 -7.277 3.725 -0.583
C -0.225 -7.114 2.461 0.919
O 0.043 -5.960 2.173 -0.603
C -1.446 -7.778 1.991 -0.922
C -1.712 -9.038 2.341 0.235
O -2.839 -9.668 1.911 -0.575
H 1.111 -9.734 4.291 0.281
H 1.811 -6.380 3.341 0.332
H -2.108 -7.205 1.356 0.449
H -2.800 -10.564 2.300 0.344
O -10.982 1.794 10.186 -0.604
C -10.234 1.373 9.320 0.892
C -8.890 0.869 9.620 -0.840
C -8.095 0.432 8.641 0.329
O -6.845 -0.041 8.904 -0.583
C -8.537 0.442 7.217 0.956
O -7.776 0.053 6.347 -0.578
C -9.890 0.924 6.921 -0.945
C -10.686 1.358 7.900 0.399
O -11.945 1.806 7.640 -0.572
H -8.580 0.869 10.656 0.427
H -6.474 -0.293 8.035 0.308
H -10.205 0.910 5.886 0.454
H -12.313 2.063 8.508 0.348
O -3.810 5.865 -11.802 -0.603
C -3.419 4.714 -11.886 0.905
C -2.005 4.376 -12.080 -0.827
C -1.619 3.103 -12.184 0.395
O -0.309 2.773 -12.363 -0.574
C -2.601 1.985 -12.111 0.986
O -2.212 0.836 -12.228 -0.542
C -4.011 2.320 -11.892 -0.999
C -4.398 3.593 -11.785 0.373
O -5.703 3.921 -11.580 -0.564
H -1.303 5.197 -12.134 0.431
H -0.291 1.795 -12.410 0.247
H -4.711 1.498 -11.823 0.419
H -5.722 4.897 -11.540 0.348
O 3.486 -12.978 -2.297 -0.604
C 3.226 -12.420 -1.245 0.916
C 2.131 -12.856 -0.373 -0.832
C 1.867 -12.207 0.764 0.368
O 0.855 -12.604 1.584 -0.596
C 2.668 -11.021 1.184 0.914
O 2.388 -10.440 2.220 -0.493
C 3.777 -10.599 0.324 -0.992
C 4.043 -11.251 -0.811 0.371
O 5.071 -10.873 -1.618 -0.566
H 1.558 -13.716 -0.691 0.434
H 0.865 -11.979 2.336 0.263
H 4.361 -9.749 0.649 0.447
H 5.053 -11.496 -2.370 0.347
O 11.752 4.926 -3.335 -0.607
C 10.744 4.947 -4.020 0.878
C 10.775 4.734 -5.471 -0.878
C 9.650 4.781 -6.188 0.359
O 9.663 4.582 -7.535 -0.563
C 8.331 5.052 -5.548 0.944
O 7.326 5.106 -6.239 -0.658
C 8.297 5.242 -4.095 -0.888
C 9.421 5.191 -3.377 0.396
O 9.405 5.362 -2.027 -0.556
H 11.738 4.540 -5.923 0.414
H 8.731 4.668 -7.819 0.344
H 7.331 5.420 -3.641 0.468
H 10.337 5.283 -1.745 0.351
```

Summary:
gap between HOMO and LUMO: 6.3126 eV
SMILES: CCCCO[C@@](O)(O[C@@](C)(O)CCCF)[C@](CB(O)O)(O[C@@H](CCCO)Cc1ccccc1C)P(O)Br.O=C1C=C(O)C(=O)C=C1O.O=C1C=C(O)C(=O)C=C1O.O=C1C=C(O)C(=O)C=C1O.O=C1C=C(O)C(=O)C=C1O.O=C1C=C(O)C(=O)C=C1O.O=C1C=C(O)C(=O)C=C1O.O=C1C=C(O)C(=O)C=C1O
E_tot: -8380.6856 Ha
HOMO energy: -8.16 eV

---

DFT (the ωB97M-V functional and the def2-TZVPD basis) results for an isolated molecule of C2BrClF4S2 in a non-equilibrium geometry.

XYZ file:
```
10
Properties=species:S:1:pos:R:3:nbo_charge:R:1
C -0.722 -1.157 -0.212 0.869
C 0.704 1.299 -0.142 -0.014
F -1.954 -1.546 -0.633 -0.312
F 0.277 -1.816 -0.945 -0.317
F -0.698 -1.409 1.080 -0.277
F 1.138 2.402 -0.793 -0.300
S -0.733 0.598 -0.795 0.315
S 1.234 1.132 1.562 0.549
Cl 2.827 2.355 1.579 -0.049
Br 0.591 1.673 4.113 -0.464
```

Summary:
gap between HOMO and LUMO (alpha / beta): 6.1722 / 7.5149 eV
E_tot: -4306.1583 Ha
HOMO energy (alpha / beta): -8.61 / -9.25 eV

---

DFT (the ωB97M-V functional and the def2-TZVPD basis) results for a structure of composition C14H36CdN15O9 in a non-equilibrium geometry.

XYZ file:
```
75
Properties=species:S:1:pos:R:3:mulliken_charge:R:1
Cd 0.857 -2.284 -1.811 2.142
N 0.353 0.610 -0.272 0.555
O 0.376 -0.633 -0.415 -0.431
O -0.400 1.110 0.581 -0.418
O 1.030 1.342 -1.013 -0.726
C -1.364 -0.715 -3.579 0.648
O -0.756 -1.573 -2.911 -0.649
N -2.658 -0.915 -3.905 -0.396
N -0.737 0.311 -4.187 -0.349
H -3.194 -0.337 -4.530 0.167
H -3.183 -1.731 -3.643 0.230
H 0.255 0.449 -4.119 0.157
H -1.237 0.877 -4.848 0.181
C 3.444 -0.567 -2.937 0.667
O 2.418 -1.266 -2.933 -0.861
N 3.560 0.573 -2.219 -0.187
N 4.538 -0.962 -3.643 -0.437
H 2.708 0.981 -1.853 0.241
H 4.429 1.072 -2.220 0.179
H 5.452 -0.553 -3.636 0.167
H 4.381 -1.736 -4.265 0.240
C 3.257 -3.125 0.343 0.421
O 2.507 -2.808 -0.599 -0.638
N 4.575 -3.428 0.088 -0.512
N 2.842 -3.153 1.612 -0.302
H 4.675 -3.693 -0.882 0.275
H 5.054 -4.024 0.744 0.227
H 3.439 -3.331 2.400 0.208
H 1.915 -2.805 1.841 0.186
C -1.617 4.180 2.138 0.425
O -1.833 5.287 2.618 -0.663
N -0.975 3.150 2.791 -0.316
N -2.018 3.826 0.868 -0.235
H -0.774 2.367 2.198 0.283
H -0.498 3.380 3.642 0.210
H -1.698 2.970 0.450 0.131
H -2.541 4.463 0.299 0.191
C -0.473 -4.670 -0.092 0.638
O -0.388 -3.581 -0.711 -0.507
N -0.296 -5.829 -0.779 -0.442
N -0.632 -4.769 1.239 -0.241
H -0.566 -6.699 -0.357 0.166
H -0.051 -5.794 -1.748 0.207
H -0.681 -3.996 1.900 0.211
H -0.591 -5.710 1.588 0.158
C -1.325 -1.946 3.444 0.630
O -0.332 -2.529 2.980 -0.733
N -1.639 -0.661 3.134 -0.185
N -2.069 -2.497 4.449 -0.423
H -2.476 -0.264 3.519 0.160
H -1.097 -0.202 2.421 0.092
H -1.726 -3.341 4.867 0.246
H -2.946 -2.114 4.746 0.164
C 1.728 6.154 1.452 -1.172
C 1.990 4.931 0.590 -0.365
C 1.215 4.952 -0.722 0.321
C 1.608 6.051 -1.620 0.086
N 1.911 6.892 -2.338 -0.452
H 2.041 7.085 0.986 0.365
H 2.244 6.086 2.415 0.343
H 0.684 6.176 1.781 0.263
H 1.852 3.998 1.133 0.216
H 3.040 4.957 0.269 0.416
H 0.155 5.164 -0.533 0.012
H 1.268 4.018 -1.278 -0.030
N -2.805 -0.576 0.516 0.806
C -3.870 0.184 0.096 -0.437
C -4.982 -0.611 0.161 -0.743
C -4.609 -1.886 0.641 -0.936
C -3.243 -1.833 0.810 -0.407
H -1.850 -0.271 0.632 -0.143
H -3.771 1.243 -0.075 0.486
H -5.995 -0.266 0.016 0.428
H -5.325 -2.609 0.992 0.410
H -2.586 -2.548 1.282 0.381
```

Summary:
charge: +1
gap between HOMO and LUMO: 7.6266 eV
E_tot: -2221.2840 Ha
HOMO energy: -10.05 eV